{
  "formula": "C56H141F6N12O20PtS2",
  "method": "ωB97M-V with the def2-TZVPD basis set",
  "e_tot_ha": -5894.214864,
  "e_above_lowest_kcal_mol": 0.6,
  "spin_multiplicity": 3,
  "charge": 1,
  "symbols": ["Pt", "S", "S", "F", "F", "F", "F", "F", "F", "O", "O", "O", "O", "O", "O", "O", "O", "O", "O", "O", "O", "O", "O", "O", "O", "O", "O", "O", "O", "N", "N", "N", "N", "N", "N", "N", "N", "N", "N", "N", "N", "C", "C", "C", "C", "C", "C", "C", "C", "C", "C", "C", "C", "C", "C", "C", "C", "C", "C", "C", "C", "C", "C", "C", "C", "C", "C", "C", "C", "C", "C", "C", "C", "C", "C", "C", "C", "C", "C", "C", "C", "C", "C", "C", "C", "C", "C", "C", "C", "C", "C", "C", "C", "C", "C", "C", "C", "H", "H", "H", "H", "H", "H", "H", "H", "H", "H", "H", "H", "H", "H", "H", "H", "H", "H", "H", "H", "H", "H", "H", "H", "H", "H", "H", "H", "H", "H", "H", "H", "H", "H", "H", "H", "H", "H", "H", "H", "H", "H", "H", "H", "H", "H", "H", "H", "H", "H", "H", "H", "H", "H", "H", "H", "H", "H", "H", "H", "H", "H", "H", "H", "H", "H", "H", "H", "H", "H", "H", "H", "H", "H", "H", "H", "H", "H", "H", "H", "H", "H", "H", "H", "H", "H", "H", "H", "H", "H", "H", "H", "H", "H", "H", "H", "H", "H", "H", "H", "H", "H", "H", "H", "H", "H", "H", "H", "H", "H", "H", "H", "H", "H", "H", "H", "H", "H", "H", "H", "H", "H", "H", "H", "H", "H", "H", "H", "H", "H", "H", "H", "H", "H", "H", "H", "H", "H", "H", "H", "H"],
  "positions_angstrom": [[3.8214, 3.1064, -1.0158], [6.5599, 4.2920, 0.9155], [4.4136, 3.5375, 2.1957], [4.4233, 0.8746, 2.6540], [5.2950, 6.8246, 1.1214], [5.6713, 1.9767, 4.1047], [6.3499, 1.6160, 2.1391], [6.6228, 6.4901, -0.5643], [7.4544, 6.7664, 1.3529], [9.2690, 11.4806, -7.1400], [-1.3169, 3.3856, 0.7052], [4.8140, 8.3463, -2.3935], [6.2601, -2.4969, 0.5450], [-0.4543, 1.7988, 4.9749], [8.7311, -1.0491, 8.4108], [7.2293, 4.1627, 2.2283], [2.9446, 3.2595, 2.1420], [4.6229, 4.6673, 3.0748], [-2.9854, 6.9768, -4.5996], [5.9428, 11.5049, 1.0965], [7.3857, 3.8159, -0.1815], [10.0227, 9.5640, -1.2298], [14.3600, 7.4318, 2.5575], [7.1174, 8.4491, 4.1794], [2.4121, 4.7496, -0.8607], [1.9925, 5.4852, 6.6217], [5.5155, 3.8019, -2.3909], [11.8533, 0.9037, 3.6981], [2.6256, 1.3912, -0.2721], [6.6108, -2.6620, 4.3380], [8.7619, 6.6692, 5.7333], [12.2179, 3.7425, 3.7396], [2.4838, 2.6347, 5.2230], [12.1055, 7.7794, 0.4590], [4.8381, 1.2223, -1.7600], [5.7317, -0.6154, 6.2839], [9.1526, 12.5851, -0.4754], [2.6756, 2.8824, -2.8817], [-1.9411, 5.3874, -1.3526], [4.9094, 3.6140, 0.6921], [6.5234, 9.9996, -5.2676], [-3.1069, 6.5219, -3.2191], [5.2600, 1.8879, 2.8157], [10.9962, 0.4138, 4.7323], [5.6295, 4.9338, -3.2087], [1.3682, 4.5742, -1.8282], [1.5693, 3.7572, 4.9258], [6.6328, 7.1845, 4.6867], [2.1415, 5.1814, 5.2643], [10.3859, 4.0757, 2.0824], [7.0140, -0.3479, 6.8522], [9.7551, 8.6279, -0.1945], [1.8928, 1.2930, 4.8280], [7.5822, 13.9024, 0.5857], [-2.7035, 4.1457, -1.1233], [10.9754, 3.1352, 3.2218], [6.5892, -3.0641, 1.7886], [7.3805, 4.8298, 5.4006], [6.4356, 9.2530, -4.0285], [6.0471, 9.4429, 4.1655], [7.7610, 6.1866, 4.8068], [1.0010, 3.8586, -4.2380], [11.2853, 1.6900, 2.6773], [-1.8478, 5.8014, -2.7811], [7.7228, -0.9924, 2.8156], [-2.6794, 3.8081, 0.3499], [10.1822, 8.9172, -2.5222], [14.3406, 7.0957, 1.1454], [6.4257, 6.2784, 0.7013], [8.0680, 12.4890, 0.5319], [6.4156, 2.7534, -2.8676], [7.3350, -1.2915, 8.0152], [9.5441, 12.0388, -8.4127], [10.7196, 7.4272, 0.0570], [7.0428, 1.1174, 7.3001], [2.0301, 5.6009, 0.2219], [-0.9984, 3.0762, 2.0948], [9.2004, -2.1386, 9.2238], [7.9288, 11.3801, -6.7446], [6.9536, 11.5186, 0.1000], [3.4976, 8.2304, -1.9533], [3.2099, 0.1057, -0.2977], [15.4681, 8.1184, 3.0320], [0.5547, 0.9762, 5.5281], [7.8728, 10.3638, -5.5953], [4.7996, 10.6996, 0.7298], [1.3156, 1.3268, 0.3251], [6.2478, 1.5682, -1.8778], [2.4485, 6.7576, 6.9326], [12.9260, 6.6251, 0.7210], [6.5818, -2.0625, 2.9756], [-1.8071, 1.4495, 5.3655], [2.0556, 4.1232, -3.1395], [4.7279, 0.2264, -0.6466], [4.9250, 9.0082, -3.6538], [-4.0710, 7.8185, -5.0719], [6.2858, -3.5041, -0.5036], [5.8670, 6.8175, 4.0034], [2.8531, 5.5502, 0.9348], [10.0732, 0.0165, 4.3100], [3.2343, 2.7817, -3.7170], [14.6886, 7.9321, 0.5393], [4.4492, 9.9854, -3.5723], [-1.3985, 3.8442, 2.7568], [7.9526, 1.3977, 7.8309], [15.6899, 9.1400, 2.7232], [-1.0228, 6.5137, -2.7900], [7.4838, -3.6820, 1.8673], [-4.1833, 8.7191, -4.4681], [5.6044, -1.5877, 2.8899], [8.4934, 10.7941, -4.8093], [5.3973, 4.8455, -4.2700], [8.4761, -2.4132, 9.9907], [10.2452, 3.0895, 4.0298], [15.5251, 8.2963, 4.1058], [6.1301, 7.2753, 5.6497], [4.4747, 8.3870, -4.4280], [7.4773, 2.9993, -2.8860], [-2.1351, 0.4921, 4.9608], [10.1747, -1.9401, 9.6703], [6.9752, 9.6744, -3.1804], [-3.9455, 5.8361, -3.0993], [1.4218, 3.3977, -5.1317], [7.2554, 10.4712, 0.0967], [6.5842, -1.0610, 8.7711], [5.5782, 9.6935, 5.1171], [5.6586, 0.0687, 5.5444], [0.5961, 1.0760, 6.6128], [13.0294, 5.9896, -0.1586], [0.7263, 0.5720, -0.1956], [7.3696, 11.0128, -7.6051], [12.0779, 8.3021, 1.3227], [-1.7178, 5.0399, -3.5501], [8.1522, 6.0847, 3.7945], [6.0690, 2.3732, -3.8285], [5.1237, -0.3430, 7.0430], [-3.0392, 4.5815, 1.0284], [9.1214, 7.5568, 5.4124], [6.9449, 1.8457, 6.4951], [7.7316, -0.2745, 3.6357], [8.7040, -1.4610, 2.7401], [1.8485, 1.3556, 3.7408], [6.8777, 14.0309, 1.4074], [3.1341, -0.3260, 0.7003], [0.7845, 5.4730, -2.0269], [-3.7690, 8.0262, -6.0984], [11.1695, 4.3485, 1.3756], [1.0959, 5.2870, 0.6875], [2.7789, 4.8444, -3.5200], [0.5609, 4.7942, -4.5828], [7.2470, -4.0146, -0.5634], [8.7525, 8.2127, -0.2974], [5.1798, 9.1782, 3.5608], [2.7774, 2.6742, 6.1885], [5.7555, -3.7393, 1.9813], [3.1946, 5.3223, 5.0212], [-2.4472, 2.2334, 4.9605], [6.2998, -1.9633, 4.9978], [2.9785, 9.1881, -1.9150], [7.5760, -2.8095, 4.5962], [9.1396, 13.0483, -8.4862], [7.5307, -0.4842, 1.8706], [7.7793, -0.5545, 6.1041], [9.7034, 3.4698, 1.4864], [3.9682, 10.8710, 1.4136], [6.5739, 4.3880, 4.8155], [6.5399, 11.7457, -0.8826], [5.0609, 5.7887, -2.8424], [9.6302, 9.2811, 0.6691], [-5.0127, 7.2765, -5.1592], [8.5711, 12.1167, 1.4243], [0.6349, 3.8759, -1.4246], [1.4537, 3.7721, 3.8420], [6.4006, 10.3519, 3.6788], [0.6002, 3.6724, 5.4176], [8.2152, 4.1449, 5.2511], [5.9659, 10.8391, -5.3357], [4.4266, 11.0047, -0.2479], [8.9617, 11.5432, -9.1894], [1.3719, 1.0386, 1.3748], [2.9352, 7.5831, -2.6263], [0.2072, 3.1593, -3.9756], [-1.9503, 1.2969, 6.4352], [2.2760, 6.7953, 8.0082], [2.7241, -0.5280, -1.0397], [1.7551, 6.5957, -0.1286], [1.4907, 5.8910, 4.7534], [1.7417, 7.3627, 6.3649], [10.2658, 6.7104, 0.7414], [6.6779, 0.6591, -2.2980], [3.5604, 7.8588, -0.9305], [4.5924, 0.6725, -2.5708], [9.3685, 8.2585, -2.8258], [11.5461, -0.4430, 5.1215], [7.5756, 12.3888, -6.5306], [12.5545, 3.2791, 4.5715], [-2.3898, 6.1355, -0.8434], [9.5180, 11.6626, -0.6643], [12.6370, 6.0746, 1.6163], [10.4314, 1.1805, 2.2309], [7.1806, 14.3244, -0.3356], [10.6130, 11.9913, -8.6205], [15.0129, 6.2487, 1.0086], [9.3652, -3.0258, 8.6123], [12.0568, 1.8517, 1.9244], [0.0830, 3.0131, 2.2164], [6.6152, 5.3922, -3.1297], [5.2708, 0.5535, 0.2402], [10.3697, 9.7147, -3.2413], [5.0342, 9.6352, 0.7295], [0.4816, -0.0928, 5.3279], [6.2578, 1.3360, 8.0241], [0.8848, 2.3268, 0.2762], [5.1680, -0.7143, -0.9775], [-1.3500, 2.0890, 2.3947], [2.5681, 0.4709, 5.0651], [10.8280, 1.1252, 5.5408], [-3.7685, 4.2713, -1.3186], [8.2233, 6.9862, 6.5266], [9.9690, 13.0446, -0.0982], [8.4338, 14.5220, 0.8667], [7.1403, -2.3020, 7.6559], [8.4892, 9.5315, -5.9349], [11.1171, 8.3590, -2.5721], [10.8607, 6.9026, -0.8880], [6.8582, 8.2514, -4.1074], [6.0827, -2.9946, -1.4455], [1.9171, 2.2184, -2.9442], [7.2034, 4.8341, 6.4760], [5.4809, -4.2239, -0.3554], [16.3411, 7.5364, 2.7365], [12.0377, 4.6442, 4.1573], [-2.3660, 3.2484, -1.6419], [-3.4010, 2.9912, 0.3524], [-3.3079, 7.4458, -2.6767], [6.7300, 1.7536, -0.9180], [9.9452, 4.9802, 2.5017], [3.4997, 6.8473, 6.6587]],
  "forces_ev_per_a": [[0.44, -1.19, -1.11], [2.46, 0.35, 0.29], [-6.00, -0.40, 2.58], [-0.38, 0.10, 0.19], [0.15, -0.31, -0.15], [-1.04, 0.06, -0.80], [0.39, -0.01, -1.05], [-0.42, 0.34, -1.36], [-0.08, 0.02, 0.56], [1.37, -0.26, 0.12], [-0.56, 0.06, 0.28], [0.95, 0.30, -0.53], [1.02, -0.09, -1.16], [-1.33, -0.98, 0.38], [-1.62, -1.00, 0.32], [-2.37, -0.05, -2.07], [2.82, -0.70, -0.70], [1.39, -0.91, -0.95], [-0.49, -0.42, 0.72], [-1.52, 0.14, 0.18], [-1.30, 0.59, 0.33], [0.19, -1.57, -1.22], [-1.73, 0.42, -0.43], [-1.60, 0.34, 0.74], [-1.32, 1.49, -0.32], [-0.06, -2.28, 0.62], [1.38, -0.35, -1.36], [0.16, -0.29, 0.20], [-1.08, -0.67, 0.61], [0.26, -0.50, -1.52], [0.77, 0.93, 0.05], [0.10, -0.08, 0.03], [-0.32, -0.60, -0.61], [-1.31, 0.37, -0.27], [0.62, -0.53, 2.19], [-0.43, -0.56, 0.06], [-0.10, -1.20, -0.78], [1.18, -0.83, -0.26], [0.24, -1.47, -1.70], [3.90, 1.74, 1.79], [0.38, -0.45, 0.01], [-0.42, 1.15, -1.50], [0.44, 1.01, 1.55], [0.79, -0.38, -0.80], [0.48, 2.32, 0.03], [0.50, 0.37, -0.86], [1.32, 1.07, 0.24], [-0.56, 0.16, -0.66], [-0.66, -1.15, 0.20], [0.96, -1.58, 0.63], [1.76, 0.81, 0.70], [0.07, 0.02, 0.82], [0.31, 2.17, 1.49], [-0.28, 0.85, 1.84], [-0.02, 1.34, 1.31], [-0.19, 0.62, -0.95], [-1.21, -0.79, 2.01], [-0.24, -0.46, -1.35], [-1.76, -0.57, 0.67], [0.38, -0.20, -0.66], [-0.01, -0.07, 0.50], [-0.02, 0.88, -0.51], [0.20, 1.74, 1.08], [-0.46, 1.34, 0.72], [-1.14, -0.73, -0.62], [1.27, -1.28, 0.24], [1.03, 0.99, 0.53], [0.17, -0.28, 0.47], [0.26, -1.55, 0.64], [0.78, -0.06, -1.59], [-0.91, -1.52, 1.73], [0.73, 0.93, -0.83], [-1.25, 0.09, 0.20], [0.93, 0.97, -0.61], [0.94, 0.39, 0.47], [-0.39, -0.04, 0.50], [-0.63, 0.10, -0.87], [-0.09, -0.14, -0.50], [0.25, -0.29, -0.88], [0.18, -0.77, 0.71], [0.07, 0.17, 0.25], [1.81, -0.46, 0.01], [1.84, -0.03, -0.18], [0.87, -0.11, -1.15], [1.14, 0.86, -1.07], [0.72, 0.86, 0.07], [0.16, 0.37, 0.11], [0.63, 0.07, -1.42], [-0.93, -0.71, 0.18], [1.67, 0.84, 1.06], [0.82, 0.96, 0.09], [0.71, -0.15, -0.41], [-3.23, 1.06, -0.14], [-1.54, 0.38, -0.04], [1.41, 0.32, 0.31], [1.06, -1.10, -0.21], [-0.33, 0.94, 0.63], [-0.17, -0.17, -0.25], [-0.27, 0.42, -0.04], [-0.31, 0.24, 0.06], [0.57, -0.96, 0.01], [-0.06, 0.15, -0.02], [-0.37, 0.08, -0.20], [0.01, -0.02, 0.11], [0.26, -0.22, -0.08], [-0.71, 0.27, -1.11], [0.18, -0.03, -0.55], [0.49, 0.14, -0.74], [0.03, 0.04, -0.02], [-0.04, 0.40, 0.08], [-0.32, 0.18, 0.72], [-0.13, -0.77, -0.07], [0.00, 0.19, 0.19], [-0.42, -0.28, -0.03], [-0.78, -0.97, 0.26], [0.03, 0.42, 0.40], [-0.25, 0.14, -0.22], [-0.22, 0.69, -0.08], [0.22, -0.15, -0.53], [-0.22, 0.60, 0.00], [-0.09, 0.55, 0.21], [-0.32, 0.02, -0.12], [0.53, 0.10, -0.02], [0.88, -0.16, -0.57], [0.34, -0.11, 0.81], [0.66, -0.20, 0.56], [-0.67, 0.19, -0.10], [0.22, 0.27, 0.16], [-0.19, -0.06, 0.03], [-0.18, 0.16, -0.20], [-0.49, -0.19, -0.06], [-0.08, 0.32, 0.12], [0.44, -0.53, 0.62], [0.39, -0.29, 0.10], [0.05, 0.45, -0.39], [-0.95, 0.02, -0.33], [0.12, 0.28, -0.09], [0.38, 0.18, -0.41], [-0.13, -0.22, -0.28], [-0.09, 0.01, -0.03], [0.02, -0.17, 0.13], [-0.59, -0.22, -0.05], [-0.33, 0.10, -0.13], [-0.14, -0.29, -0.06], [0.35, 0.38, 0.31], [-0.07, 0.47, 0.15], [0.27, 0.10, 0.24], [0.09, -0.71, 0.16], [0.02, 0.17, 0.40], [-0.23, -0.04, 0.07], [0.04, 0.04, 0.10], [-0.18, -0.29, -0.50], [0.05, -0.80, -0.39], [-0.16, -0.24, 0.18], [0.00, -0.47, 0.49], [0.05, -0.18, -0.60], [0.02, -0.03, 0.28], [-0.57, 0.02, 0.15], [-0.02, 0.29, -0.07], [0.31, -0.35, -0.07], [0.46, 0.53, 0.26], [0.29, 0.26, 0.00], [0.18, 0.25, -0.18], [-0.53, 0.34, 0.21], [0.35, 0.15, 0.34], [-0.39, -0.02, 0.41], [0.02, 0.38, -0.19], [-0.70, -0.41, 0.40], [0.44, -0.18, 0.44], [-0.12, -0.12, 0.40], [-0.81, 0.20, 0.69], [-0.03, -0.46, -0.20], [-0.29, -0.13, 0.04], [0.45, -0.08, 0.27], [0.03, 0.10, -0.08], [0.24, 0.12, 0.02], [-0.38, -0.10, 0.63], [0.12, -0.09, -0.32], [0.20, -0.64, -0.21], [0.26, 0.03, 0.07], [-0.32, -0.37, 0.09], [-0.10, 0.16, 0.62], [0.30, 0.62, 0.27], [0.29, 0.75, -0.06], [-0.33, -0.06, -0.01], [0.72, 0.22, -0.26], [0.13, 0.26, -0.73], [0.56, 1.30, 0.19], [-0.37, 0.07, 0.22], [0.91, 0.21, -0.17], [-0.24, -0.29, -0.13], [-0.42, 0.42, -0.53], [-0.34, 0.17, 0.21], [-0.10, 0.06, 0.28], [-0.41, 0.08, 0.51], [0.12, -0.92, -0.13], [-0.04, 0.09, 0.11], [-0.05, -0.47, -0.36], [-0.55, -0.61, -0.18], [-0.37, 0.16, -0.02], [-0.02, -0.53, -0.10], [-0.22, 0.03, 0.19], [0.30, -0.06, -0.06], [-0.17, -0.16, -0.26], [0.10, -0.33, -0.07], [0.00, 0.43, -0.27], [0.52, -0.51, -0.13], [0.05, 0.22, -0.28], [-0.58, 0.09, -0.02], [0.19, -0.16, -0.09], [-1.05, -0.34, -0.13], [-0.36, -0.24, -0.01], [-0.07, -0.24, -0.18], [-0.19, -0.22, 0.29], [-0.45, 0.00, -0.06], [0.33, 0.20, 0.16], [-0.19, 0.17, -0.11], [-0.26, -0.05, -0.48], [0.02, -0.24, 0.71], [-0.19, 0.50, 0.32], [0.08, 0.17, -0.09], [0.41, -0.31, 0.17], [-0.35, -0.44, -0.12], [0.02, -0.33, 0.37], [-0.29, -0.21, -0.14], [0.29, -0.09, -0.60], [0.15, 0.10, 0.03], [0.16, -0.75, 0.32], [-0.34, 0.33, -0.09], [0.02, -0.20, 0.20], [0.50, 0.01, 0.24], [-0.43, 0.58, -0.50], [0.43, 0.40, -0.38], [0.10, -0.50, 0.89], [0.05, -0.13, 0.72], [-0.41, 0.19, -0.05], [-0.20, -0.17, -0.09], [0.10, 0.54, 0.00]],
  "mulliken_charge": [6.99, -0.01, -0.14, -0.14, -0.21, 0.12, -0.21, -0.01, -0.12, -0.30, -0.06, 0.27, -0.12, -0.06, -0.31, 0.73, -0.62, -0.02, -0.31, -0.44, -0.72, -0.45, -0.27, -0.39, -0.35, -0.41, -0.06, -0.44, -0.65, -0.72, -0.76, -0.73, -0.03, -0.18, -0.79, -0.75, -0.80, -0.84, -0.03, -0.34, -0.22, -0.70, -0.18, -0.36, -1.48, -0.53, 0.10, -0.45, -0.63, -0.71, 1.28, -0.26, -0.10, -1.50, -0.66, 1.17, -1.37, -1.15, -0.02, -0.67, 2.39, -1.61, -0.75, -0.35, -0.93, -0.76, -0.83, -0.95, -0.10, 0.71, -1.02, -1.10, -0.75, 0.07, -1.52, -0.52, -0.50, -0.82, -0.69, -0.04, -0.88, -1.01, -0.83, -0.97, -0.43, -0.57, -0.36, -0.67, -0.41, -0.18, 1.29, -0.91, 0.20, 0.40, -0.74, -0.72, -0.93, -0.25, -0.17, -0.01, 0.41, 0.37, 0.39, 0.57, 0.46, 0.32, 0.19, 0.43, 0.30, -0.46, 0.22, 0.59, 0.32, -0.41, 0.26, 0.63, 0.28, 0.44, 0.32, 0.25, 0.03, 0.38, 0.46, -0.28, 0.36, 0.34, 0.05, 0.43, 0.49, 0.47, 0.44, 0.32, 0.02, -1.27, 0.42, 0.40, 0.40, 0.34, 0.17, -0.06, 0.79, -0.39, 0.33, 0.48, 0.22, 0.24, 0.29, -0.12, -0.13, 0.40, 0.34, 0.09, 0.17, 0.39, 0.45, 0.08, 0.25, 0.20, 0.53, 0.37, 0.31, 0.12, -0.15, 0.09, 0.41, -0.01, 0.28, 0.07, 0.39, 0.30, 0.35, -0.12, -0.52, 0.24, 0.55, -0.11, 0.27, 0.38, 0.32, -0.07, 0.41, 0.38, 0.34, 0.27, 0.46, 0.43, 0.41, 0.31, -0.59, 0.64, -0.20, 0.34, 0.27, 0.38, 0.37, 0.29, 0.32, 0.22, 0.08, 0.19, 0.30, 0.23, 0.47, 0.32, 0.39, -0.45, 0.31, -0.78, 0.27, -0.02, 0.51, 0.39, -0.42, 0.27, 0.44, 0.37, 0.27, 0.49, 0.37, 0.29, 0.45, 0.45, 0.23, 0.36, 0.41, 0.02, 0.25, 0.30, 0.60, 0.37, 0.32, 0.25, 0.23, 0.32, 0.45, -0.02, 0.10, -0.02]
}